Here is a molecular structure, C24H31N4O6PPbS2 from OMol25. Energies are from wB97M-V/def2-TZVPD.

```
69
Properties=species:S:1:pos:R:3
Pb -1.79 2.31 0.23
O -3.17 1.45 2.08
N -3.67 0.29 1.97
N -3.79 -0.12 0.76
O -3.45 0.59 -0.28
C -4.14 -1.50 0.56
C -4.05 -2.00 -0.73
C -4.32 -3.34 -0.95
C -4.69 -4.17 0.10
C -4.79 -3.65 1.38
C -4.52 -2.31 1.62
H -3.76 -1.33 -1.53
H -4.26 -3.74 -1.96
H -4.91 -5.21 -0.08
H -5.09 -4.28 2.21
H -4.59 -1.89 2.62
O 0.57 -0.37 -6.33
C 0.66 -1.17 -5.16
C 0.14 -0.40 -3.98
C -0.22 0.93 -4.07
C -0.66 1.57 -2.93
N -0.77 0.96 -1.75
C -0.44 -0.32 -1.65
C 0.02 -1.04 -2.75
C -0.55 -0.93 -0.30
C -0.40 -2.30 -0.09
C -0.51 -2.81 1.20
C -0.44 -4.30 1.45
O -0.81 -5.07 0.32
C -0.71 -1.92 2.24
C -0.85 -0.57 1.95
N -0.81 -0.10 0.71
H 0.97 -0.85 -7.06
H 1.70 -1.46 -4.96
H 0.07 -2.09 -5.27
H -0.14 1.47 -5.01
H -0.92 2.62 -2.94
H 0.31 -2.07 -2.66
H -0.24 -2.98 -0.91
H -1.06 -4.54 2.32
H 0.58 -4.58 1.69
H -1.75 -4.93 0.16
H -0.80 -2.26 3.26
H -1.02 0.15 2.73
C 2.85 0.25 1.68
C 2.85 0.53 0.19
C 4.23 0.87 -0.35
O 1.91 1.54 -0.23
P 1.54 2.94 0.46
S 0.75 4.06 -0.93
S 0.36 2.66 2.07
O 3.00 3.41 0.93
C 3.36 4.53 1.78
C 2.44 5.73 1.65
C 3.49 4.05 3.21
H 3.51 -0.59 1.88
H 1.85 0.00 2.03
H 3.20 1.11 2.24
H 2.48 -0.37 -0.33
H 4.64 1.73 0.17
H 4.17 1.10 -1.41
H 4.90 0.02 -0.21
H 4.35 4.81 1.40
H 1.43 5.50 2.01
H 2.37 6.06 0.61
H 2.84 6.54 2.26
H 2.52 3.75 3.61
H 3.90 4.85 3.83
H 4.17 3.19 3.26
```

Summary:
HOMO level in Ha: -0.285
LUMO in eV: -0.2
2S+1: 1